1.
Here is C35H42PtS4Sb2 as an isolated structure from the OMol25 dataset. Energies are from ωB97M-V/def2-TZVPD.

XYZ file:
```
84
Properties=species:S:1:pos:R:3:forces:R:3
Pt -1.06459 0.12091 -0.75273 0.0058 -0.0014 -0.1660
C -3.42698 -1.45517 -2.57637 0.0278 -0.0243 0.0311
C -3.59114 -1.99733 -1.16494 -0.0103 0.0766 -0.0222
S -3.00529 -0.88174 0.17223 0.0256 -0.0313 -0.0955
C -4.25733 0.47228 0.12059 0.0037 -0.0553 0.0158
C -4.05057 1.56655 -0.91543 0.0192 0.0132 -0.0599
S -2.35517 2.17790 -0.74626 -0.0209 -0.0208 0.0757
C -1.87171 2.99410 -2.28904 -0.0383 0.0052 0.0539
C -0.35532 2.96758 -2.31821 0.0191 0.0252 -0.0217
S 0.40169 1.30442 -2.21094 -0.0645 -0.0019 0.0097
C 0.03045 0.59629 -3.87085 0.0809 0.0573 -0.0220
C -1.36774 0.04902 -4.09897 -0.0726 -0.0077 0.0180
S -1.65172 -1.13881 -2.76857 -0.0919 -0.0178 0.0555
H -4.02692 -0.57226 -2.77668 0.0168 0.0088 -0.0055
H -3.70054 -2.23074 -3.29510 -0.0099 0.0015 0.0013
H -3.03209 -2.92501 -1.02901 0.0080 0.0039 0.0344
H -4.63540 -2.21184 -0.92820 -0.0009 -0.0087 -0.0242
H -4.25476 0.86814 1.13767 0.0295 0.0475 -0.0124
H -5.21408 -0.02938 -0.03968 -0.0099 0.0054 0.0639
H -4.73521 2.39133 -0.70678 -0.0078 -0.0124 0.0146
H -4.21175 1.23275 -1.93699 -0.0291 0.0160 0.0063
H -2.21510 4.02940 -2.23439 -0.0037 -0.0018 -0.0099
H -2.33791 2.51867 -3.14666 0.0110 0.0141 -0.0110
H 0.07331 3.51685 -1.47739 -0.0094 0.0071 -0.0016
H 0.03883 3.41618 -3.23253 0.0020 0.0047 0.0064
H 0.78010 -0.18700 -3.99788 0.0100 -0.0250 0.0134
H 0.26413 1.39215 -4.58121 0.0276 -0.0085 0.0020
H -1.38833 -0.49122 -5.04781 0.0089 -0.0009 -0.0007
H -2.14651 0.80567 -4.11252 -0.0035 -0.0049 -0.0154
C 0.35741 -3.09603 1.01527 0.0530 -0.0446 -0.0481
C 0.59018 -2.51000 2.40079 -0.0712 -0.0370 0.0013
C -0.36952 -1.39474 2.79407 0.0745 0.1298 0.0659
Sb -0.34863 0.54531 1.86952 -0.0225 0.0287 0.0348
C -1.83870 1.50627 3.02509 -0.1497 -0.0557 0.1371
C -2.65580 2.57848 2.66057 0.1049 0.0426 -0.0590
C -3.51569 3.14306 3.59295 0.0168 0.0039 -0.0052
C -3.55968 2.65959 4.89326 -0.0064 -0.0020 0.0235
C -2.72480 1.61959 5.27057 -0.0025 0.0129 -0.0036
C -1.86709 1.04212 4.34461 -0.0178 -0.0609 -0.0383
C 1.43779 1.54793 2.22587 0.0309 0.0265 -0.0174
C 2.42117 0.91682 2.98216 -0.0012 -0.0090 -0.0088
C 3.54230 1.64175 3.36105 -0.0032 0.0093 -0.0129
C 3.67773 2.96784 2.97021 -0.0034 0.0015 -0.0022
C 2.69028 3.58862 2.21129 0.0116 0.0045 0.0062
C 1.55631 2.88232 1.84213 -0.0046 -0.0167 -0.0044
Sb 0.90951 -1.71374 -0.49547 0.1164 -0.0534 0.0126
C 2.77210 -0.94377 0.07101 -0.0122 -0.0379 0.0467
C 3.62130 -1.90498 0.62404 -0.0066 0.0173 -0.0044
C 4.93603 -1.56645 0.91098 0.0204 0.0133 0.0044
C 5.39857 -0.28552 0.63554 -0.0092 -0.0212 0.0025
C 4.54997 0.66412 0.07985 -0.0123 -0.0016 0.0030
C 3.23123 0.34017 -0.20325 -0.0057 0.0362 -0.0318
C 1.29146 -2.69276 -2.29996 -0.0309 0.0729 0.0363
C 2.39783 -2.25640 -3.03070 0.0000 -0.0406 -0.0370
C 2.76283 -2.95249 -4.17660 0.0060 0.0257 0.0111
C 2.03841 -4.07004 -4.57175 -0.0057 -0.0040 -0.0073
C 0.94390 -4.50421 -3.82955 -0.0153 -0.0030 0.0043
C 0.55874 -3.81296 -2.69150 -0.0010 -0.0205 -0.0092
H -0.67637 -3.40887 0.85825 -0.0058 0.0150 0.0099
H 0.99125 -3.96722 0.83741 -0.0186 -0.0129 0.0014
H 1.62893 -2.19495 2.51033 -0.0138 0.0234 0.0025
H 0.44704 -3.31419 3.12819 0.0002 -0.0038 -0.0082
H -0.20745 -1.14431 3.84176 0.0367 -0.0402 -0.0006
H -1.41459 -1.69938 2.70400 0.0056 -0.0544 0.0199
H -2.59591 3.03275 1.68594 0.0060 -0.0057 -0.0893
H -4.13655 3.98346 3.31125 0.0133 0.0000 -0.0239
H -4.22702 3.10843 5.61682 -0.0034 -0.0010 -0.0028
H -2.73288 1.25617 6.28946 0.0131 -0.0094 -0.0032
H -1.22020 0.24773 4.68830 -0.0530 0.0187 0.0306
H 2.32816 -0.11848 3.28777 0.0014 0.0047 0.0097
H 4.30562 1.17317 3.96798 -0.0002 -0.0028 0.0013
H 4.55133 3.53006 3.27299 0.0008 -0.0009 0.0013
H 2.79523 4.62925 1.93457 -0.0022 0.0019 0.0012
H 0.76251 3.38690 1.29958 0.0051 0.0047 -0.0025
H 3.28803 -2.91926 0.81916 0.0059 0.0020 0.0012
H 5.59944 -2.30755 1.33666 0.0041 0.0002 -0.0032
H 6.42816 -0.02990 0.84886 0.0013 0.0015 -0.0002
H 4.91713 1.65851 -0.13726 0.0010 -0.0006 0.0021
H 2.58378 1.09779 -0.62308 0.0194 -0.0215 0.0171
H 3.00343 -1.42090 -2.69522 -0.0078 0.0057 0.0026
H 3.62901 -2.63769 -4.74359 -0.0019 -0.0036 -0.0028
H 2.33773 -4.61945 -5.45461 0.0027 0.0002 0.0000
H 0.40211 -5.39070 -4.13156 0.0023 -0.0014 -0.0018
H -0.28538 -4.17095 -2.11137 0.0118 -0.0009 0.0040
```
Positions in Å, forces in eV/Å.

Properties
- E_HOMO (eV) = -18.890
- LUMO level (eV) = -13.0
- net charge = +4
- Kohn-Sham gap (eV) = 5.89
- energy relative to the best compared isomer or geometry (same formula, charge and spin) (kcal per mole) = 9.7


2.
Here is C35H43As3Br2CuN5Se as an isolated structure at a distorted geometry from the OMol25 dataset. Energies are from ωB97M-V/def2-TZVPD.

XYZ file:
```
90
Properties=species:S:1:pos:R:3:forces:R:3
Cu 13.12689 13.97048 9.81089 -0.0862 -0.2972 0.4858
Br 13.65697 12.25965 16.84321 0.2450 0.3901 -0.8056
C 13.54806 12.51063 14.95203 -0.7704 -0.5849 -0.7141
C 12.49849 11.86192 14.28178 0.6326 0.3402 -0.4193
C 12.42200 12.03405 12.89495 -0.3418 0.1752 -1.6230
N 13.29863 12.68354 12.06538 0.2287 0.0131 3.1815
C 14.33292 13.25435 12.77038 -1.2877 -0.7109 -0.2757
C 14.43782 13.24148 14.16446 0.1866 -0.2500 0.4187
C 15.33974 13.91660 11.94206 -0.1864 1.3323 -1.6814
C 16.59982 14.29870 12.36611 0.1636 -0.0078 0.9153
C 17.47909 14.98346 11.54071 -0.0270 -0.5580 0.5812
Br 19.14474 15.53685 12.17942 0.1470 0.0579 0.1793
C 17.11706 15.25153 10.26355 -1.6614 -0.4601 0.0281
C 15.83081 14.86036 9.88395 -0.3072 -0.2738 0.5465
N 14.91437 14.25746 10.67248 2.1664 0.1243 0.5803
H 11.79618 11.20264 14.79152 0.1154 0.3642 -0.1366
H 11.56587 11.62242 12.32413 0.5280 -0.0095 0.6447
H 15.25600 13.76665 14.63321 0.0282 0.0268 0.0546
H 16.91675 14.18624 13.39721 -0.1570 -0.4194 -0.0983
H 17.69349 15.87690 9.65561 0.8255 0.4859 -1.1205
H 15.50011 15.06205 8.88523 -0.0865 0.2290 -0.2990
C 14.03566 12.10896 6.64151 0.5141 -1.4137 -0.3659
As 13.35052 13.74214 7.49599 -0.6285 -0.8728 -1.4657
C 14.49835 14.96272 6.46627 -0.0210 0.0128 1.5622
C 11.52256 13.83060 6.54868 -0.2992 0.7503 3.3911
C 10.60275 15.09164 6.97240 0.1056 -1.5077 -0.9167
C 9.38416 15.09186 6.00007 2.0436 -1.6638 -0.3116
C 9.96269 14.90370 8.35490 -0.2582 1.7170 0.4706
As 10.96206 14.79380 10.02895 0.6147 -0.4825 0.0289
C 9.71729 13.85472 11.21360 -1.0580 0.5999 -0.0235
C 10.79408 16.60288 10.68317 0.4548 -0.8294 0.5088
C 11.39494 16.35699 6.81372 0.7519 -0.3982 2.3722
As 10.56546 17.99648 6.24696 0.1431 1.1700 -1.3802
C 8.85516 18.30394 7.09210 0.0603 -0.2989 1.5767
C 11.67921 19.11948 7.37101 1.5706 -0.9673 0.2214
H 14.09286 12.19900 5.56064 -0.4665 0.4677 -0.3107
H 13.45443 11.17920 6.82634 0.1608 0.8306 0.2437
H 15.09880 11.83483 6.83999 -0.6646 0.5427 0.6174
H 13.92962 15.25585 5.62296 -0.0920 0.2451 -1.0979
H 15.40049 14.40585 6.24115 0.0811 0.0946 -0.3009
H 14.74364 15.84528 7.06990 -0.0408 -0.0953 -0.2936
H 11.00021 12.94876 6.94140 0.1814 -0.0881 -0.0541
H 11.62498 13.67524 5.51767 0.2608 0.2438 -1.6235
H 9.01714 14.05911 5.91448 -0.0438 0.2445 -0.0750
H 9.77798 15.39471 5.02235 -0.6479 0.1964 0.0559
H 8.61154 15.67299 6.41335 -1.0075 1.0525 0.0280
H 9.39422 13.99390 8.26427 -0.7453 -0.1742 0.3347
H 9.33959 15.84585 8.59914 0.3637 -1.7531 -0.7436
H 8.71603 14.36959 11.22496 0.9505 -0.4816 0.0250
H 10.12355 13.83000 12.22329 0.0668 0.2904 0.0350
H 9.56329 12.81164 10.94417 0.0741 0.0312 -0.3792
H 9.77124 16.88004 10.61035 -0.8021 0.7295 -0.3444
H 11.52713 17.26962 10.25172 -0.3047 0.1313 -0.3755
H 11.02050 16.52091 11.73333 0.1236 0.0557 0.4960
H 12.13083 16.20325 6.07113 0.6189 -0.0745 -1.1980
H 12.05492 16.46371 7.72348 -0.6922 0.2793 -0.3908
H 8.05395 18.10460 6.43073 -0.6683 0.1304 -1.0814
H 8.85439 19.35681 7.40078 -0.1581 -0.2892 -0.0576
H 8.60075 17.66087 7.94427 0.3920 0.3602 0.2060
H 12.74181 18.77533 7.23306 -0.9154 0.1388 0.1637
H 11.41823 18.98343 8.41608 -0.0404 0.0961 0.2327
H 11.71740 20.15317 7.12006 -0.4280 0.8292 -0.2542
C 13.98315 17.01980 14.81421 -0.1679 0.1725 1.5235
C 14.45199 17.46113 13.56947 0.5065 -0.6031 1.1955
C 15.85877 17.53505 13.26964 -1.2432 -0.0739 0.1669
C 16.18941 17.81722 11.96538 1.9906 0.3273 -0.0927
C 15.27115 18.04251 10.93195 -0.4148 -0.8044 2.6426
C 13.90619 18.01775 11.31013 1.2615 0.4499 -2.4617
C 13.51590 17.76290 12.56517 -0.7333 0.2676 0.3663
C 15.68482 18.09874 9.59911 -0.4331 0.5513 -0.9630
N 15.85288 18.16838 8.46282 0.3001 -0.2133 -0.1977
H 12.89774 17.03242 15.09765 1.1685 -0.0704 -0.5924
H 14.67304 16.78306 15.66842 -0.6267 0.2236 -1.1117
H 16.58003 17.34327 14.08947 -0.3697 0.2049 -0.8855
H 17.25520 17.88853 11.70552 -0.4207 -0.1001 0.1411
H 13.27130 18.21517 10.46858 -0.7958 0.1213 0.1244
H 12.46054 17.84219 12.78888 0.0295 -0.2394 0.2540
Se 11.57952 9.24549 9.98613 -0.6255 -0.0487 0.6024
N 12.86717 10.33275 9.40653 -1.4546 -0.6551 -0.4883
C 13.76808 10.26805 10.32440 2.4004 0.7855 0.0230
C 15.04987 10.88088 10.10819 1.8311 -0.4755 2.2881
C 16.07860 10.68096 11.03650 -1.1083 0.8283 -1.2389
C 15.86260 9.92936 12.26191 -2.6151 0.3128 -1.0643
C 14.61382 9.39006 12.51590 0.5827 -0.0475 0.1619
C 13.52884 9.49898 11.51026 1.5123 -0.4822 1.1583
N 12.38423 8.87592 11.56517 -0.5404 -0.0548 -0.7497
H 15.19330 11.50182 9.24948 0.0757 0.1329 -0.4114
H 17.03770 11.20426 10.85056 -0.5861 -0.5896 0.2177
H 16.59741 9.91293 13.02128 0.8091 -0.2626 0.4916
H 14.47880 8.83030 13.47360 -0.2387 0.5256 -1.0684
```
Positions in Å, forces in eV/Å.

Properties
- E_HOMO (spin up / spin down) (eV) = -10.263 / -10.401
- multiplicity = 2
- LUMO level (spin up / spin down) (eV) = -3.3 / -3.8
- net charge = +1
- Kohn-Sham gap (spin up / spin down) (eV) = 6.97 / 6.58
- energy relative to the best compared isomer or geometry (same formula, charge and spin) (kcal per mole) = 26.8